C61H54IrN3O3P2SSi as an isolated structure at a distorted geometry, computed with wB97M-V/def2-TZVPD.

Positions of all 126 atoms, in Å:
Ir -0.1749 -0.0673 0.0081
C 0.3191 -1.9136 3.2752
Si 0.0569 -1.9582 1.4402
C 1.6011 -2.8534 0.9303
C 1.8574 -4.1575 1.3717
C 3.0256 -4.8063 1.0116
C 3.9570 -4.1550 0.2023
C 3.7124 -2.8640 -0.2350
C 2.5365 -2.2097 0.1465
P 2.1332 -0.5246 -0.3917
C 3.1921 0.4962 0.6977
C 4.5650 0.2449 0.7812
C 5.3785 1.0285 1.5811
C 4.8317 2.0833 2.3030
C 3.4724 2.3394 2.2240
C 2.6534 1.5418 1.4319
C 2.9335 -0.4474 -2.0184
C 2.5904 -1.4033 -2.9687
C 3.1731 -1.3861 -4.2265
C 4.0984 -0.4016 -4.5433
C 4.4295 0.5656 -3.6036
C 3.8424 0.5515 -2.3471
C -1.4040 -3.0345 1.0248
C -2.1873 -3.6940 1.9732
C -3.2122 -4.5437 1.5761
C -3.4378 -4.7747 0.2243
C -2.6769 -4.1120 -0.7291
C -1.7053 -3.1993 -0.3235
P -0.7352 -2.2323 -1.5244
C -1.8473 -1.5835 -2.8174
C -3.2269 -1.7331 -2.8676
C -3.9533 -1.1228 -3.8832
C -3.3095 -0.3614 -4.8491
C -1.9288 -0.2067 -4.8012
C -1.2026 -0.8135 -3.7880
C 0.0372 -3.5991 -2.5064
C -0.5467 -4.0197 -3.7041
C -0.0499 -5.1293 -4.3764
C 1.0382 -5.8251 -3.8750
C 1.6363 -5.4038 -2.6962
C 1.1387 -4.3028 -2.0168
H 0.3255 -2.9437 3.6418
H -0.4392 -1.3580 3.8231
H 1.2891 -1.4724 3.5030
H 1.1226 -4.6780 1.9790
H 3.2109 -5.8195 1.3463
H 4.8698 -4.6570 -0.0913
H 4.4343 -2.3732 -0.8762
H 5.0063 -0.5645 0.2138
H 6.4398 0.8220 1.6362
H 5.4686 2.7055 2.9196
H 3.0401 3.1656 2.7726
H 1.5949 1.7614 1.3596
H 1.8750 -2.1729 -2.7260
H 2.9079 -2.1432 -4.9541
H 4.5563 -0.3831 -5.5241
H 5.1494 1.3354 -3.8488
H 4.0930 1.3160 -1.6259
H -1.9856 -3.5581 3.0306
H -3.8172 -5.0487 2.3188
H -4.2061 -5.4698 -0.0886
H -2.8411 -4.3069 -1.7822
H -3.7476 -2.3036 -2.1115
H -5.0299 -1.2391 -3.9115
H -3.8805 0.1124 -5.6380
H -1.4174 0.3980 -5.5391
H -0.1262 -0.6741 -3.7407
H -1.3936 -3.4925 -4.1192
H -0.5244 -5.4502 -5.2948
H 1.4161 -6.6937 -4.3992
H 2.4907 -5.9345 -2.2957
H 1.6060 -3.9981 -1.0986
C -4.4934 2.3256 -2.2409
N -3.8291 1.2943 -1.4552
C -4.3903 0.5265 -0.4515
C -3.3877 -0.2354 0.0429
N -2.2269 0.0387 -0.6538
C -2.5397 0.9815 -1.5366
H -5.4845 1.9864 -2.5312
H -3.9040 2.5217 -3.1327
H -4.5799 3.2433 -1.6633
H -5.4312 0.5955 -0.1846
H -3.4176 -0.9810 0.8207
H -1.8611 1.4426 -2.2416
N -0.9823 0.5677 1.7253
C -1.4268 0.9165 2.8486
C -2.8283 0.5727 3.2828
C -3.9150 1.0305 2.5501
C -5.2067 0.7599 2.9823
C -5.4130 0.0281 4.1427
C -4.3257 -0.4242 4.8807
C -3.0346 -0.1476 4.4574
C -0.6495 1.7432 3.8329
C -1.2971 2.8020 4.4670
C -0.6122 3.5814 5.3836
C 0.7106 3.2893 5.6935
C 1.3520 2.2315 5.0676
C 0.6794 1.4709 4.1212
H -3.7408 1.6166 1.6597
H -6.0542 1.1325 2.4198
H -6.4205 -0.1783 4.4808
H -4.4837 -0.9773 5.7976
H -2.1896 -0.4838 5.0457
H -2.3332 3.0175 4.2359
H -1.1136 4.4113 5.8642
H 1.2393 3.8870 6.4251
H 2.3793 1.9936 5.3127
H 1.1758 0.6537 3.6244
C 2.3749 8.0939 0.3023
C 1.9085 6.7510 -0.1957
C 0.6224 6.5806 -0.7035
C 0.1887 5.3409 -1.1426
C 1.0576 4.2554 -1.0926
C 2.3479 4.4078 -0.6091
C 2.7628 5.6530 -0.1643
S 0.4258 2.6622 -1.4819
O 1.5783 1.7941 -1.5447
O -0.2968 2.7472 -2.7388
O -0.4644 2.2980 -0.3271
H 1.5506 8.8032 0.3576
H 3.1332 8.5099 -0.3639
H 2.8233 8.0081 1.2928
H -0.0493 7.4301 -0.7513
H -0.8131 5.2047 -1.5298
H 3.0161 3.5562 -0.5879
H 3.7707 5.7755 0.2170

Cartesian forces (eV/Å) of the 6 atoms listed first:
Ir -1.3101 -3.5615 0.0389
C -0.3308 0.4471 0.3204
Si 0.0347 0.3220 -0.4384
C 0.0139 -0.5099 0.1784
C 0.0490 0.0085 0.0046
C 0.0203 0.0390 -0.0231

Calculated values
Calculated total energy ... -114872.689 eV
F_max ... 3.80 eV/A
2S+1 ... 2
Total charge ... +1
Relative energy (zero: lowest compared OMol25 entry of this formula, charge and spin) ... 2.067 eV

Atom charges from the Mulliken analysis, given in e for atoms 1 to 8: 3.24, -1.39, 1.28, 0.16, -0.66, -0.96, -1.09, -0.44